Record 1
# C31H22N8O8RuS3

A molecular structure, C31H22N8O8RuS3 (ωB97M-V/def2-TZVPD, the OMol25 dataset).

Each line ends with the Mulliken spin population.
Cartesian coordinates (Å):
H: 1.32850 -1.12504 3.80396  0.0002
H: -4.01295 2.26947 3.27665  0.0001
O: -5.24771 3.94617 -3.46371  0.0001
H: -5.28983 -1.72833 2.39831  -0.0001
C: -3.77299 2.54229 -2.33509  0.0044
H: -3.92279 -2.99812 1.37991  -0.0003
C: -2.34710 3.04929 -0.70769  0.0017
N: 2.82110 0.85312 -1.63485  -0.0050
C: 0.25593 0.75862 2.11580  0.0018
H: -1.91696 -5.93601 -1.29607  -0.0001
C: 6.16721 1.96722 -1.49357  -0.0002
C: -3.10660 1.42676 -1.94643  0.0094
C: 1.64339 1.36305 -1.70575  0.0033
S: 1.59894 3.05262 -1.27859  0.0009
C: 7.43294 1.45626 -1.24858  -0.0001
O: 1.98883 -4.41141 3.56463  -0.0004
O: -5.23892 1.78946 -4.04246  -0.0001
O: -3.97485 -0.28316 -3.30021  -0.0001
C: -2.27237 -2.95475 0.25283  0.0081
C: -3.40760 -1.08745 1.57085  0.0150
H: 8.29947 1.97294 -1.64108  0.0000
H: 4.32686 -0.35762 0.14659  -0.0008
C: -4.84004 0.29790 2.91097  0.0010
O: -0.19586 1.37225 1.04337  -0.0214
N: -2.23762 1.74597 -0.93440  -0.0190
H: -5.74716 0.44361 3.48302  0.0000
N: -3.18330 -2.36760 1.12320  -0.0013
C: -2.54766 -4.27926 -0.10845  0.0042
O: 0.15857 1.18947 3.24523  -0.0005
N: 3.74213 1.78990 -1.22438  -0.0004
C: 7.59034 0.29355 -0.50726  0.0000
C: 2.25434 -2.45192 2.36028  -0.0014
H: -1.32717 4.83823 -0.21065  0.0001
C: -3.16572 0.02404 -2.41199  0.0016
S: 0.24697 0.47779 -2.25241  -0.0253
C: -0.66423 -4.19763 -1.54925  0.0029
H: 8.58140 -0.09687 -0.31475  0.0000
H: 6.03334 2.87532 -2.06299  0.0000
C: 3.30767 3.04941 -0.96849  0.0003
C: -0.46867 -2.90627 -1.11963  -0.0001
C: 1.91768 -1.71257 0.10114  -0.0026
C: 2.51310 -2.57776 0.99717  -0.0003
C: -4.82309 2.81846 -3.34278  0.0006
C: 0.96331 -0.52467 1.79564  0.0054
N: -2.54009 -0.09287 1.37810  -0.0124
C: 6.47529 -0.36509 -0.00681  -0.0002
C: -1.61975 3.90287 0.26706  0.0026
H: -0.00825 -4.62149 -2.29509  0.0003
C: 1.49617 -1.34986 2.75960  -0.0052
S: 4.15639 4.36569 -0.43301  -0.0005
N: -1.21373 -2.29659 -0.18583  0.0359
H: 3.17092 -3.35930 0.63814  0.0008
H: -4.75533 0.93402 -3.77950  0.0007
N: -3.27679 3.54827 -1.54961  0.0005
C: 5.20648 0.13764 -0.24397  0.0002
H: -0.73970 3.38762 0.63910  -0.0012
C: -1.72310 -4.91212 -1.00495  -0.0009
C: -4.59319 -0.90501 2.30822  0.0010
H: -2.02442 1.82265 1.88920  -0.0032
H: 0.29750 -2.29924 -1.56989  0.0012
O: -2.36075 -0.75010 -1.81219  0.0050
C: -2.78984 1.07356 2.01372  0.0005
N: 1.09488 -0.73142 0.47654  0.0611
C: 5.06411 1.30112 -0.98580  0.0008
Ru: -1.05433 0.14833 -0.32648  0.9249
H: 6.58911 -1.26612 0.58162  0.0000
H: -2.26561 4.13873 1.11578  0.0002
C: -3.89705 1.31461 2.78551  0.0011
C: 2.78823 -3.47916 3.36023  0.0022
H: -3.58074 4.50692 -1.62468  -0.0003
H: -3.40766 -4.78377 0.31331  0.0004
O: 3.93274 -3.25727 3.78530  0.0002
H: 2.11772 -1.77940 -0.96166  0.0027

For the HOMO energy (alpha / beta), the calculation gives -5.48 / -5.48 eV. Its expectation value of S² is 0.757. The energy above the lowest of the compared OMol25 structures with the same formula, charge and spin comes out at 112.57 kJ/mol. As for the molar mass: 831.84 g mol⁻¹. For the frontier orbital gap (alpha / beta), the calculation gives 7.2 / 6.7 eV. The calculation puts the electronic energy at -3524.21452 hartree. Its multiplicity is 2. The net charge is -1.


Record 2
# C31H23BrClFeN4O5S

A molecular structure, C31H23BrClFeN4O5S (ωB97M-V/def2-TZVPD, the OMol25 dataset).

Each line ends with the Mulliken spin population.
Cartesian coordinates (Å):
C: -1.17526 -0.07584 1.83044  0.0158
H: -5.38102 3.23986 -2.04209  0.0001
H: 0.84747 -4.83974 4.92083  0.0004
C: 1.12053 -5.61811 1.63339  -0.0024
H: 4.22328 0.22763 -2.17526  -0.0013
H: -2.89401 -1.93998 -2.05319  -0.0003
H: -5.60822 1.43713 -0.35696  0.0000
O: 0.36025 -4.37669 -0.26483  0.0031
C: 0.79228 2.68422 -0.84671  -0.0087
C: 4.24271 2.19527 -3.10423  0.0018
C: 0.07517 -3.46486 1.91400  0.0156
Fe: 1.47114 -0.37160 -0.69081  3.7737
C: 1.55844 4.71993 -2.60688  0.0016
C: -4.09264 0.21611 -1.23918  0.0021
H: -1.09032 -3.20384 -2.01302  -0.0001
C: -3.04028 1.08883 -3.22047  0.0040
C: 1.34675 -0.00529 2.36403  0.3417
C: 0.75661 -4.74268 3.84816  -0.0015
C: 1.95643 2.51788 -1.64281  -0.0105
H: 5.15609 2.01242 -3.65204  -0.0005
O: 1.98743 -0.27380 1.29538  0.1915
C: -3.83425 2.22153 -3.12822  0.0007
C: -3.16556 0.09014 -2.26459  -0.0044
N: 2.64176 1.34359 -1.54853  0.0275
C: -1.07456 -1.23335 -2.52571  -0.0001
H: 1.70104 -6.62368 3.42199  0.0002
H: 0.42095 -2.55580 -2.45604  0.0044
H: 1.86682 5.51032 -3.27960  0.0001
C: 0.41180 4.83034 -1.87476  0.0006
N: -2.39803 -1.10398 -2.32408  0.0033
S: -0.02938 0.07938 -2.78250  0.0367
C: 0.18209 -3.61444 3.29912  -0.0026
H: -1.28086 2.02751 3.57094  0.0180
C: 1.12875 -0.05062 4.80354  0.3492
Br: 2.73123 -2.25890 -1.65011  0.0795
Cl: -0.65497 1.38929 6.24618  0.0038
H: 1.02663 -4.90428 -0.72034  0.0003
H: 2.66639 -1.02172 3.65450  -0.0035
H: -4.16264 -0.55424 -0.48173  0.0001
C: 3.55021 3.36161 -3.23901  -0.0016
C: 1.77551 -0.40694 3.62599  -0.0536
N: 0.49783 1.63275 0.04215  0.0028
N: -0.59102 -2.48187 -2.51109  0.0099
O: -0.13239 -1.75243 0.25209  -0.0175
C: 2.35730 3.55537 -2.50485  -0.0016
C: -4.76221 2.35445 -2.10476  0.0004
C: -0.45322 1.33109 3.58339  0.3014
H: -0.21071 5.71002 -1.96952  -0.0001
C: 1.23654 -5.73907 3.00615  0.0022
O: -2.19230 0.32001 1.36745  0.0140
H: -3.73033 3.00013 -3.87272  0.0000
C: 0.20429 1.89356 1.24380  0.0374
H: 0.16103 2.92089 1.61567  0.0166
H: -0.15924 -2.80740 3.93250  0.0067
O: -1.06548 -1.42567 2.23987  0.0059
C: 0.04114 0.84600 4.74490  -0.1197
H: 1.47676 -6.40576 0.98002  0.0000
C: 0.02511 3.80798 -0.98263  0.0010
H: 3.89547 4.14408 -3.90400  -0.0001
H: -0.89329 3.89586 -0.41589  0.0010
C: -4.89352 1.34371 -1.16376  -0.0004
C: 0.02141 0.79102 2.25343  -0.0764
C: 0.53461 -4.48749 1.07588  0.0018
H: -2.32775 0.98326 -4.02506  -0.0031
C: 3.73427 1.19160 -2.25407  0.0020
H: 1.48121 -0.39784 5.76355  0.0217
C: -0.37125 -2.17684 1.36273  0.0097

For the HOMO energy (alpha / beta), the calculation gives -6.16 / -7.93 eV. Its expectation value of S² is 8.786. The energy above the lowest of the compared OMol25 structures with the same formula, charge and spin comes out at 85.36 kJ/mol. As for the molar mass: 734.82 g mol⁻¹. For the frontier orbital gap (alpha / beta), the calculation gives 5.8 / 7.6 eV. The calculation puts the electronic energy at -6486.57452 hartree. Its multiplicity is 6. The net charge is 0.


Record 3
# C31H23BrN3O7Ru

A molecular structure, C31H23BrN3O7Ru (ωB97M-V/def2-TZVPD, the OMol25 dataset).

Each line ends with the Mulliken spin population.
Cartesian coordinates (Å):
H: -5.71135 -0.58184 -0.43311  -0.0001
Br: -4.29771 1.39027 -3.86119  0.0036
C: -2.24692 -2.20969 -0.81641  -0.0005
C: -1.11688 -4.20858 4.07778  0.0000
C: -1.97576 1.97184 -2.32980  -0.0047
C: 3.30327 0.36347 -2.46071  0.1247
H: 4.41549 4.00670 2.01350  0.0004
C: -3.35390 3.87841 -2.84869  0.0159
H: 0.84287 -4.57693 3.28608  -0.0001
H: 3.44799 1.43768 -2.48452  0.0125
H: -4.23631 4.30305 -3.30708  0.0022
C: -1.55861 0.42388 1.82041  -0.0437
H: 5.02723 -2.54595 -2.83925  0.0226
C: -3.09706 2.52313 -2.92325  -0.0279
H: 5.33906 -0.07702 -2.91403  -0.0044
C: -2.25006 -3.40828 3.98516  0.0003
H: -3.89717 -0.01701 1.14754  -0.0016
C: 2.00344 -0.12236 -2.15213  -0.1488
C: 5.01158 2.22980 2.57784  -0.0002
O: -0.98590 1.37567 1.24820  -0.0057
C: 1.85908 -1.53678 -2.11173  0.1323
C: -3.72298 -0.72807 0.34936  0.0030
C: -0.10829 -2.92308 2.30889  -0.0024
H: 2.77356 -3.45433 -2.30001  -0.0052
Ru: 0.48895 1.93066 -0.62298  0.7250
O: -0.08928 -1.01259 0.45895  0.0131
C: -1.32447 4.06107 -1.59987  -0.0004
O: -2.36619 0.46969 2.76304  0.0021
H: -1.07151 -5.01558 4.80023  -0.0001
C: 2.50403 3.71335 0.71855  0.0037
N: 2.52295 0.18556 0.91785  -0.0110
H: 1.96500 -0.62871 0.68895  -0.0062
C: -3.26231 -2.53410 -1.70259  -0.0024
H: -3.18324 -1.74092 3.00858  0.0002
O: 1.43275 3.86152 0.07417  -0.0071
C: 2.92578 -2.38004 -2.35380  -0.0849
H: 4.08981 -0.52412 2.16688  -0.0031
H: -0.57205 4.62477 -1.06158  0.0010
H: -3.09535 -3.58911 4.63978  -0.0001
C: 3.59731 0.31727 1.71255  -0.0070
C: 2.88576 2.29109 1.00956  -0.0144
O: 5.15005 3.54223 2.56372  0.0005
O: 5.78246 1.51216 3.18485  -0.0001
C: -4.51877 -1.95879 -1.56496  0.0013
C: -4.74168 -1.05509 -0.53738  -0.0004
H: -5.31026 -2.19825 -2.26575  0.0004
C: -1.23397 -2.11052 2.21796  0.0009
N: -1.09919 2.74187 -1.66797  0.0248
H: -0.07574 -0.19969 -0.11602  -0.0300
C: 3.88003 1.66534 1.80391  -0.0027
C: 4.19360 -1.87883 -2.65541  0.1688
N: 2.09374 1.36758 0.48464  -0.0413
C: 0.92113 0.78150 -1.93048  0.2066
C: -0.04773 -3.96103 3.23247  -0.0002
C: -2.31079 -2.37513 3.06486  -0.0012
H: -1.26244 -2.64553 -0.92653  0.0016
C: -2.46306 -1.30524 0.22070  -0.0063
C: -1.30006 -0.99483 1.18242  0.0119
H: -2.56795 5.73008 -2.08137  0.0000
O: 3.26150 4.62766 1.12622  -0.0020
H: -1.73136 0.92013 -2.38204  0.0556
H: 0.72255 -2.74142 1.64292  0.0052
C: -2.43148 4.66052 -2.16897  0.0024
C: 4.35897 -0.49242 -2.69888  -0.0763
H: -3.06815 -3.23067 -2.51008  0.0001
H: 0.88597 -1.94542 -1.86997  -0.0004

For the HOMO energy (alpha / beta), the calculation gives 0.16 / -0.50 eV. Its expectation value of S² is 0.786. The energy above the lowest of the compared OMol25 structures with the same formula, charge and spin comes out at 0.00 kJ/mol. As for the molar mass: 730.51 g mol⁻¹. For the frontier orbital gap (alpha / beta), the calculation gives 3.7 / 4.4 eV. The calculation puts the electronic energy at -4555.03780 hartree. Its multiplicity is 2. The net charge is -2.